1.
C12H27AsBBrF4NO7S2 | the ωB97M-V functional and the def2-TZVPD basis

Structure (XYZ):
```
56
Properties=species:S:1:pos:R:3:forces:R:3
N 6.434510 -3.164789 3.615814 -0.37 0.07 -0.41
C 5.345161 -3.657112 2.735778 0.26 0.44 0.52
C 4.047738 -3.703313 3.515730 0.05 -0.30 -0.47
As 2.427989 -3.032933 2.514164 0.98 0.34 0.77
Br 2.242816 -5.292392 1.468457 -0.05 -0.69 -0.28
O 0.848511 -2.515556 1.571566 0.60 0.08 0.04
B -0.306450 -2.741202 2.184828 -0.29 0.28 -0.42
O -0.779797 -3.985371 2.600981 0.05 -0.26 0.62
O -1.157732 -1.660473 2.374811 -0.76 0.01 0.15
C 2.612622 -1.133483 3.295206 0.35 -0.62 -1.05
F 2.064779 -0.265546 2.417431 -0.46 0.80 -0.66
F 1.944874 -0.966823 4.441911 -0.59 -0.13 1.38
C 4.020625 -0.622644 3.498480 -0.75 0.18 1.66
F 3.950331 0.669016 3.935301 -0.04 0.70 0.30
F 4.653732 -0.595489 2.357959 1.15 -0.16 -1.94
H 7.329767 -3.425695 3.223357 0.12 0.00 0.19
H 6.314414 -3.612145 4.513489 0.33 -0.14 0.09
H 5.549948 -4.643076 2.347172 0.11 -0.43 -0.22
H 5.266942 -2.997817 1.878699 0.03 0.28 -0.22
H 4.153190 -3.234655 4.486573 -0.10 0.47 0.22
H 3.847839 -4.740648 3.711346 -0.45 -0.46 0.19
H 1.552243 -3.465717 3.721764 -0.16 -0.02 -0.30
H 3.232705 -2.601037 1.284423 -0.30 -0.08 -0.06
H -0.774096 -4.012732 3.567010 -0.14 -0.26 -0.22
H -2.004267 -2.030621 2.659717 0.10 0.31 -0.01
H 4.585926 -1.156030 4.242300 0.29 -0.44 0.21
C 0.129701 0.574268 0.373917 0.03 0.25 -0.10
C -0.388642 2.017939 0.358583 -0.02 -0.09 -0.05
C -0.097241 2.599212 -1.031760 -0.10 0.22 0.32
S -0.093333 1.199245 -2.160052 -0.13 -0.22 0.38
O 1.231942 1.048468 -2.705848 -0.05 0.08 -0.26
O -1.247206 1.282930 -3.033727 0.16 0.06 -0.17
C -0.365631 -0.057366 -0.920433 0.00 -0.11 0.24
H -0.221523 0.023702 1.239453 0.04 -0.06 -0.02
H 1.218338 0.570323 0.395254 0.02 -0.05 -0.02
H -1.466825 2.020470 0.538344 0.00 0.00 -0.01
H 0.074691 2.619392 1.139420 0.01 0.01 0.00
H -0.856412 3.308967 -1.353408 0.05 -0.02 -0.15
H 0.886208 3.062495 -1.079977 0.04 -0.08 -0.08
H 0.171421 -0.962953 -1.193521 0.02 0.03 -0.08
H -1.437605 -0.252603 -0.881778 -0.01 0.01 -0.06
C -4.407882 2.885509 -5.605600 -0.01 0.05 0.12
C -4.000868 2.529441 -4.169655 -0.02 0.06 -0.12
C -4.586729 3.609001 -3.249853 0.27 -0.23 0.02
S -6.058175 4.228093 -4.073961 0.10 -0.25 0.00
O -5.846047 5.609342 -4.431303 -0.13 0.07 0.05
O -7.234304 3.820434 -3.346513 -0.09 0.21 0.01
C -5.894092 3.227759 -5.548605 0.19 -0.14 -0.25
H -4.214454 2.065165 -6.294866 0.01 0.00 -0.01
H -3.839867 3.753743 -5.947072 -0.02 0.00 -0.03
H -4.414435 1.554903 -3.904681 0.00 0.00 0.01
H -2.921798 2.463479 -4.058277 -0.02 -0.06 0.05
H -4.869713 3.213924 -2.277815 -0.09 0.10 0.02
H -3.903070 4.446387 -3.124092 -0.08 0.08 -0.04
H -6.248774 3.791975 -6.408130 -0.09 0.09 0.09
H -6.501998 2.334640 -5.408311 -0.03 0.02 0.05
```
Forces are in eV/Å.

Frontier orbital gap (eV): 7.917
Total charge: -1

---

2.
C12H27BeBrCl4F10KMgN2O6P2S | the ωB97M-V functional and the def2-TZVPD basis

Structure (XYZ):
```
68
Properties=species:S:1:pos:R:3:forces:R:3
C 4.582812 -0.761563 1.271930 -0.66 0.30 0.39
P 3.817240 0.485083 0.167373 0.27 -0.51 -1.20
C 4.801240 2.010228 0.025036 0.06 0.25 0.50
C 2.063508 0.859533 0.665015 0.07 0.86 0.45
O 1.865612 2.214504 1.090689 -0.21 -0.35 -0.15
C 0.619471 2.250547 1.736094 -0.12 -0.21 -0.38
C -0.607979 1.816327 0.884107 -0.01 0.45 0.02
N -0.274517 1.010632 -0.343864 0.06 0.31 0.11
C 1.174454 0.640619 -0.556465 0.82 -0.57 -0.44
C 1.275163 -0.769546 -1.119181 -0.68 -0.88 -0.23
C 1.251526 -1.863949 -0.069659 -0.03 1.30 1.10
N 0.175995 -1.723926 0.953496 0.24 -0.35 -0.37
H 4.993784 -1.547100 0.642575 0.27 0.10 0.02
H 5.307891 -0.363666 1.979354 0.13 0.02 -0.12
H 3.780128 -1.234080 1.844732 0.02 0.03 0.06
H 5.621978 2.001317 0.743953 -0.05 -0.01 0.08
H 4.206486 2.911748 0.181101 -0.03 -0.24 0.18
H 5.233050 2.099407 -0.968659 -0.07 -0.23 -0.07
H 1.805895 0.233834 1.526192 0.02 -0.35 -0.21
H 0.623213 1.628579 2.645455 0.41 -0.15 -0.17
H 0.435701 3.269830 2.080123 0.28 0.12 -0.36
H -1.138570 2.708096 0.561453 -0.07 -0.08 -0.17
H -1.310673 1.240809 1.479646 0.05 -0.08 0.02
H -0.558475 1.559023 -1.155599 -0.06 -0.14 -0.08
H -0.847334 0.157760 -0.385386 0.10 -0.09 0.22
H 1.558687 1.305117 -1.334832 -0.10 0.18 0.07
H 2.196184 -0.864826 -1.687063 -0.03 0.04 -0.10
H 0.438235 -0.958265 -1.803889 0.02 0.19 -0.12
H 0.990705 -2.831478 -0.665379 0.90 -1.32 -1.03
H 2.213426 -2.053295 0.399058 0.11 -0.01 -0.20
H 0.578740 -1.450998 1.848731 0.21 -0.14 -0.03
H -0.148648 -2.668975 1.117094 -0.54 0.05 -0.03
C -3.895962 5.920507 1.968571 0.05 0.06 0.05
C -3.286580 4.567547 2.343477 0.38 3.35 0.93
O -3.500705 3.651115 1.275926 -1.24 -1.15 1.92
H -4.957699 5.833061 1.737963 0.01 -0.05 -0.03
H -3.797509 6.618744 2.802217 0.03 -0.03 0.01
H -3.388613 6.359100 1.109505 -0.01 -0.06 -0.04
H -3.745554 4.280915 3.282563 0.11 -0.38 0.00
H -2.271446 4.808331 2.690670 0.54 -0.81 -1.11
Be -0.540365 2.896216 3.863213 -0.73 0.23 1.29
Br -5.105444 2.938456 2.009471 0.18 -0.91 -1.77
C -3.435637 -1.502201 -0.964038 -0.31 1.06 -0.40
F -2.526028 -1.034866 -0.067808 -0.07 -0.21 0.28
F -4.168748 -2.455201 -0.280278 0.70 2.18 -2.45
F -4.276334 -0.503890 -1.189216 -0.07 -0.04 0.02
S -2.654950 -2.164940 -2.479923 0.36 -0.77 -0.84
O -1.806238 -3.195611 -1.922592 0.12 0.29 0.55
O -1.961560 -0.994362 -2.970752 0.20 0.30 0.49
O -3.782632 -2.605881 -3.236207 -0.13 0.13 0.21
C 4.446968 5.302029 -2.575529 0.03 0.15 -0.18
Cl 4.545955 7.024039 -2.222818 -0.02 -0.05 0.03
Cl 4.004306 5.061409 -4.262708 0.00 -0.03 0.06
Cl 6.011179 4.544437 -2.259294 -0.02 -0.01 0.02
Cl 3.204090 4.565523 -1.535056 -0.11 0.09 -0.05
K -4.458472 -3.735028 1.275833 -0.64 -2.55 2.42
F 1.936927 -3.734689 -1.360388 -0.84 0.76 0.67
F -2.955244 -6.325387 -4.808423 0.25 0.51 -0.34
P -1.389685 -6.449323 -4.326499 -0.01 -0.31 -0.29
F -1.434637 -4.788008 -4.311684 0.36 0.01 0.71
F -1.515099 -7.820565 -5.217936 -0.03 -0.31 0.64
F -0.265476 -7.294216 -3.459962 0.54 0.58 -0.05
F -1.998138 -6.317526 -2.792805 -0.71 -0.33 0.02
F -0.126063 -6.083145 -5.321352 -0.43 -0.11 -0.49
O -2.078163 -4.944177 4.727384 0.64 -0.51 0.43
H -1.392758 -5.026009 5.421248 -0.08 -0.44 -0.01
H -1.979186 -5.774577 4.230970 -0.22 0.09 -0.19
Mg -2.179426 -2.933153 5.073030 -0.21 0.78 -0.24
```
Forces are in eV/Å.

Frontier orbital gap (eV): 1.966
Total charge: +1

---

3.
C12H27ClN2O13P2S3 | the ωB97M-V functional and the def2-TZVPD basis

Structure (XYZ):
```
60
Properties=species:S:1:pos:R:3:forces:R:3
N -2.724771 -0.173907 3.134147 0.17 -0.28 0.09
C -2.039366 -0.105109 1.857942 -0.03 -0.17 -0.08
C -2.227379 1.256002 1.180730 0.20 -0.31 -0.47
O -3.179031 1.973500 1.273800 -0.43 0.43 0.23
N -1.113203 1.507108 0.382692 0.43 -0.24 0.57
C -0.134011 0.404148 0.536333 -0.47 0.45 -0.01
P -0.476036 -0.846815 -0.827283 -0.11 0.24 -0.24
O -0.369392 -2.205466 -0.261817 -0.09 0.54 -0.58
O -1.911993 -0.494419 -1.433257 0.39 -0.42 0.52
O 0.448767 -0.462041 -2.053805 -0.13 -0.19 0.25
P 1.594166 0.998375 0.439472 0.51 -0.49 0.67
O 2.434038 -0.367966 0.306479 -0.11 0.08 -0.11
O 1.879008 1.484062 1.942752 0.03 -0.25 -0.15
S 2.000322 2.245613 -0.938513 -0.08 0.02 -0.19
C -0.509397 -0.113391 1.967398 -0.26 0.28 -0.01
C 0.211272 -1.268281 2.662790 0.03 -0.13 0.14
C -0.055804 -2.687798 2.198607 0.42 0.66 -0.34
O -1.054040 -3.287531 2.325584 -0.50 -0.38 0.24
Cl 1.404189 -3.440380 1.468316 0.35 -0.28 0.35
H -2.378139 -0.978144 3.653722 -0.12 0.08 -0.13
H -3.716617 -0.347456 2.996193 0.12 0.24 -0.01
H -2.380088 -0.865833 1.133455 0.14 -0.03 0.20
H -0.774064 2.462628 0.347976 -0.12 -0.10 -0.37
H -2.546663 -1.213855 -1.267724 -0.01 0.15 -0.19
H 1.166073 0.187067 -1.919835 -0.16 0.03 -0.01
H 2.052046 -1.181097 0.687303 0.04 0.03 -0.07
H 2.808833 1.324399 2.190015 0.06 0.26 -0.13
H -0.289682 0.755389 2.607124 0.06 -0.23 -0.08
H 1.288467 -1.080773 2.677515 -0.20 0.00 0.03
H -0.114227 -1.243855 3.714385 0.06 -0.03 -0.23
O 5.036901 1.246892 1.843230 -0.18 0.06 0.11
S 6.036746 1.684694 0.904223 0.09 -0.09 -0.33
O 5.616523 2.306869 -0.310544 -0.04 0.06 0.12
O 6.986531 0.462478 0.576008 -0.09 0.08 0.09
C 6.340916 -0.785403 0.192646 -0.08 -0.25 -0.01
C 5.819959 -0.762750 -1.226524 0.03 0.13 -0.01
C 7.220472 2.705209 1.704513 -0.02 -0.02 0.11
H 5.549447 -0.997646 0.911856 -0.01 0.05 0.01
H 7.125094 -1.527773 0.322435 0.04 0.05 -0.02
H 4.990297 -0.066092 -1.337520 -0.02 -0.03 0.02
H 5.472667 -1.761663 -1.492561 0.00 -0.01 0.01
H 6.608189 -0.468012 -1.919128 0.01 -0.04 0.00
H 7.562749 2.209637 2.608641 0.00 0.00 0.00
H 6.711588 3.637165 1.941635 0.00 0.00 -0.01
H 8.039976 2.882881 1.013623 -0.02 0.00 -0.01
O -4.836175 -1.951815 -2.076609 0.16 -0.08 0.16
S -5.065818 -1.006238 -3.133090 -0.04 0.34 -0.21
O -3.982997 -0.163146 -3.534837 -0.14 -0.10 -0.06
O -6.336098 -0.130699 -2.768426 0.13 -0.07 -0.03
C -6.370388 0.424016 -1.423429 -0.08 -0.01 0.29
C -5.425507 1.585581 -1.239172 0.11 0.04 -0.08
C -5.734415 -1.814420 -4.541703 -0.01 -0.08 0.01
H -6.149391 -0.383828 -0.725087 -0.01 -0.01 -0.01
H -7.409453 0.713066 -1.281828 0.00 0.02 -0.12
H -4.386849 1.268149 -1.319336 0.02 0.02 0.03
H -5.568676 2.011854 -0.246231 0.01 0.00 0.01
H -5.596128 2.361621 -1.985463 -0.07 -0.02 0.01
H -6.566446 -2.437929 -4.227251 0.00 0.00 -0.01
H -4.932114 -2.419525 -4.958567 0.00 0.00 0.00
H -6.050876 -1.057347 -5.254001 0.01 0.01 0.01
```
Forces are in eV/Å.

SMILES: N[C@H]1C(=O)N[C@@](P(=O)(O)O)(P(O)(O)=S)[C@@H]1CC(=O)Cl.CCOS(C)(=O)=O.CCOS(C)(=O)=O
Frontier orbital gap (eV): 9.833
Total charge: 0

---

4.
C12H27ClN2O4Si | the ωB97M-V functional and the def2-TZVPD basis

Structure (XYZ):
```
47
Properties=species:S:1:pos:R:3:forces:R:3
C 2.334048 -3.503754 2.504303 -0.27 0.07 -0.23
C 1.318877 -3.156064 1.396242 0.22 0.40 0.42
C 1.521529 -1.727829 0.880835 -0.24 -0.62 -0.17
N 0.833368 -1.530568 -0.405747 -0.18 0.55 0.29
Si 1.010945 0.015489 -1.176363 -0.18 0.09 0.02
C -0.492379 0.194004 -2.307313 0.44 -0.22 -0.20
O -1.672315 0.305153 -1.515487 -0.05 0.11 -0.12
C -2.633728 -0.704763 -1.748212 -0.14 0.20 0.22
C -3.931246 -0.282337 -1.104848 -0.07 -0.31 0.02
O -3.777314 -0.333522 0.296486 0.08 0.16 -0.03
C -4.373696 0.713113 1.038640 0.01 0.21 0.38
C -3.453019 1.111091 2.198425 0.06 -0.22 -0.29
C 2.526473 -0.022480 -2.310746 -0.12 -0.35 -0.54
O 3.542278 -0.860916 -1.727499 0.07 0.26 0.45
N 4.778730 -0.171301 -1.660952 -0.42 0.35 -0.05
O 5.361202 -0.472271 -0.702905 0.38 -0.36 0.00
C 0.913421 1.459188 0.041393 0.22 0.20 -0.13
C 1.644484 2.753911 -0.304185 -0.66 0.19 0.45
C 1.330316 3.846439 0.714261 0.13 -0.30 0.21
Cl 3.423169 2.503392 -0.296653 0.06 -0.04 -0.16
H 3.069914 -4.224072 2.151339 0.08 0.03 0.07
H 1.826984 -3.917431 3.374506 0.13 -0.09 0.04
H 2.858966 -2.601485 2.823257 0.07 -0.06 0.08
H 1.376264 -3.849268 0.558901 -0.07 -0.05 0.02
H 0.320508 -3.185607 1.838609 -0.14 -0.26 -0.29
H 2.588179 -1.538423 0.747846 -0.02 0.13 -0.04
H 1.115034 -1.062328 1.651981 0.32 0.18 0.02
H -0.162092 -1.691859 -0.264760 0.05 -0.20 -0.07
H -0.396784 1.050951 -2.986389 -0.16 0.07 0.07
H -0.521708 -0.688497 -2.959149 -0.12 -0.02 0.03
H -2.799182 -0.850713 -2.821428 0.08 -0.06 -0.01
H -2.316805 -1.645627 -1.280806 0.04 -0.09 -0.20
H -4.717124 -0.980857 -1.420903 -0.05 0.07 -0.03
H -4.199230 0.721399 -1.448344 0.02 0.03 0.07
H -4.550297 1.586331 0.403919 0.01 -0.10 -0.13
H -5.341469 0.389686 1.437813 -0.05 -0.02 -0.17
H -2.468460 0.687558 1.999736 0.04 0.03 0.04
H -3.340257 2.192715 2.253702 -0.09 0.01 0.16
H -3.806275 0.719521 3.150167 0.03 0.08 0.05
H 2.926994 0.956785 -2.576665 0.09 0.00 0.14
H 2.210354 -0.496161 -3.248407 0.01 -0.01 -0.01
H 1.197560 1.183055 1.059859 0.03 -0.15 -0.05
H -0.153229 1.715508 0.074965 -0.04 -0.12 0.06
H 1.320399 3.108313 -1.284093 0.48 -0.09 -0.19
H 1.400574 3.422789 1.718162 0.04 0.04 0.02
H 0.307380 4.200508 0.581670 0.04 0.11 -0.08
H 2.048655 4.661236 0.654840 -0.18 0.16 -0.13
```
Forces are in eV/Å.

SMILES: CCCN[Si@](COCCOCC)(CON=O)C[C@@H](C)Cl
Frontier orbital gap (eV): 9.764
Total charge: 0

---

For reference, E_tot by record: -192806.264; -227018.597; -106090.520; -44449.398 eV.